No. 1
Formula: C7H11N3O
Source: the Open Molecules 2025 dataset
Level of theory: ωB97M-V/def2-TZVPD

Structure (XYZ):
```
22
Properties=species:S:1:pos:R:3:mulliken_charge:R:1
C -2.583 1.347 -1.376 -1.074
C -1.613 0.461 -1.285 -0.268
C -0.871 -0.205 -0.359 0.726
C -0.992 0.078 1.015 -0.410
O -1.152 -1.051 1.789 -0.540
C 0.131 -1.162 -0.611 0.117
N 0.306 -1.534 -2.026 0.019
N 1.381 -2.497 -2.084 -0.844
C 1.813 -2.546 -0.911 0.047
N 1.292 -1.893 0.006 0.037
C 1.748 -2.149 1.361 -0.856
H -2.867 1.754 -2.349 0.273
H -3.122 1.928 -0.499 0.201
H -1.387 0.032 -2.368 0.053
H -0.139 0.618 1.474 0.176
H -1.851 0.764 1.126 0.276
H -1.777 -1.750 1.390 0.366
H 0.366 -0.748 -2.696 0.282
H 2.613 -3.252 -0.884 0.494
H 2.852 -2.062 1.232 0.342
H 1.571 -3.275 1.640 0.273
H 1.289 -1.495 2.090 0.311
```

Structure (SMILES) = C=C/C(CO)=C1\NN=CN1C
LUMO energy = 0.68 eV

***

No. 2
Formula: C4H5NO
Source: the Open Molecules 2025 dataset
Level of theory: ωB97M-V/def2-TZVPD

Structure (XYZ):
```
11
Properties=species:S:1:pos:R:3:mulliken_charge:R:1
C -0.901 0.959 -0.148 -0.221
C 0.470 0.995 -0.062 -0.294
C 0.698 -1.255 -0.199 -0.434
C -1.366 -0.428 0.037 -0.774
N 1.302 -0.091 -0.002 0.576
O 2.542 0.172 -0.054 -0.653
H -1.428 1.843 -0.411 0.404
H 0.967 1.866 0.196 0.447
H 0.925 -2.155 0.333 0.283
H -1.203 -0.984 0.939 0.360
H -2.007 -0.923 -0.630 0.307
```

LUMO energy (alpha / beta) = -0.19 / -0.19 eV

***

No. 3
Formula: C3H4LiO3V
Source: the Open Molecules 2025 dataset
Level of theory: ωB97M-V/def2-TZVPD

Structure (XYZ):
```
12
Properties=species:S:1:pos:R:3:lowdin_spin:R:1
C -1.132 0.236 0.389 0.000
C 0.226 -0.328 0.073 -0.002
O 1.124 0.762 -0.158 0.007
C 2.358 0.513 -0.541 0.017
O 2.724 -0.685 -0.699 0.038
O -1.927 -0.423 1.085 0.001
H -1.185 1.343 0.417 0.000
H 0.157 -0.972 -0.816 0.000
H 0.573 -0.949 0.913 0.000
V 4.157 0.471 -1.083 2.940
Li -3.820 -0.526 0.944 0.000
H -3.255 0.559 -0.523 -0.002
```

2S+1 = 4
Charge = +1
LUMO energy (alpha / beta) = -5.78 / -6.03 eV
⟨S²⟩ = 3.77

***

No. 4
Formula: C5H12OSi
Source: the Open Molecules 2025 dataset
Level of theory: ωB97M-V/def2-TZVPD

Structure (XYZ):
```
19
Properties=species:S:1:pos:R:3:mulliken_charge:R:1
C 0.770 -1.342 -2.113 -0.664
C -0.101 -0.380 -1.840 -0.147
Si -0.276 0.330 -0.153 0.583
C -0.983 -0.770 1.221 -1.128
C -1.539 1.709 -0.301 -1.067
O 1.185 0.922 0.427 -0.391
C 1.894 0.199 1.382 -0.571
H 0.903 -1.684 -3.129 0.263
H 1.385 -1.750 -1.323 0.163
H -0.710 0.044 -2.613 0.332
H -0.362 -1.661 1.318 0.332
H -1.045 -0.337 2.212 0.331
H -1.997 -1.080 0.973 0.361
H -1.506 2.329 0.597 0.256
H -2.522 1.231 -0.353 0.323
H -1.412 2.301 -1.198 0.309
H 2.782 0.771 1.677 0.235
H 2.210 -0.748 0.924 0.232
H 1.325 -0.086 2.292 0.246
```

Structure (SMILES) = C=C[Si](C)(C)OC
LUMO energy = 0.96 eV

***

No. 5
Formula: C21H18N3O2RhS
Source: the Open Molecules 2025 dataset
Level of theory: ωB97M-V/def2-TZVPD

Structure (XYZ):
```
46
Properties=species:S:1:pos:R:3:mulliken_charge:R:1
Rh -0.944 0.195 -0.492 0.475
C 1.450 2.248 -4.018 -1.251
C 1.504 1.525 -2.688 0.753
O 0.459 1.173 -2.146 -0.227
C 2.836 1.313 -2.167 -0.689
C 3.117 0.689 -0.990 0.411
C 4.527 0.504 -0.511 -1.261
N 2.049 0.241 -0.268 0.193
N 2.381 -0.336 0.822 -0.393
C 1.271 -0.763 1.494 0.268
O 0.101 -0.610 1.093 -0.550
C 1.549 -1.453 2.784 0.147
C 2.863 -1.624 3.228 -0.535
C 3.118 -2.266 4.428 -0.591
C 2.070 -2.746 5.202 -0.552
C 0.763 -2.579 4.768 -0.536
C 0.507 -1.938 3.568 -0.083
H 0.427 2.378 -4.357 0.318
H 2.008 1.685 -4.769 0.315
H 1.924 3.227 -3.926 0.314
H 3.661 1.682 -2.763 0.325
H 5.235 0.927 -1.220 0.342
H 4.740 -0.556 -0.374 0.321
H 4.658 0.981 0.460 0.322
H 3.673 -1.248 2.620 0.418
H 4.140 -2.393 4.762 0.394
H 2.273 -3.247 6.139 0.372
H -0.058 -2.951 5.367 0.404
H -0.505 -1.806 3.226 0.751
S -5.138 -0.630 0.701 -0.273
C -4.153 -1.281 1.938 -0.552
C -2.823 -1.095 1.698 -0.340
C -2.557 -0.406 0.480 -0.934
C -3.737 -0.100 -0.150 0.223
C -3.692 0.603 -1.404 1.092
C -4.798 0.984 -2.159 -0.871
C -4.611 1.657 -3.348 -0.399
C -3.316 1.937 -3.760 -0.656
C -2.264 1.530 -2.962 0.578
N -2.425 0.877 -1.807 -0.234
H -4.613 -1.770 2.782 0.452
H -2.067 -1.445 2.377 0.849
H -5.786 0.742 -1.793 0.347
H -5.459 1.961 -3.948 0.425
H -3.117 2.461 -4.683 0.445
H -1.242 1.721 -3.235 -0.327
```

LUMO energy (alpha / beta) = -1.98 / -1.99 eV

***

No. 6
Formula: C4H13N4O
Source: the Open Molecules 2025 dataset
Level of theory: ωB97M-V/def2-TZVPD

Structure (XYZ):
```
22
Properties=species:S:1:pos:R:3:mulliken_charge:R:1
C -1.376 -1.250 2.365 -0.896
C 0.797 0.053 1.576 0.755
N 2.105 -0.116 1.513 -0.377
N 0.069 -0.720 2.468 -0.295
N 0.280 1.159 1.005 -0.331
H 2.427 -0.806 2.168 0.182
H 2.683 0.616 1.154 0.229
H 0.705 -1.442 2.876 0.238
H -0.721 1.396 0.976 0.230
H 0.853 1.898 0.485 0.219
H -1.800 -1.192 3.411 0.328
H -1.365 -2.201 1.864 0.315
H -2.103 -0.572 2.060 0.390
C 0.434 -0.386 -2.282 -0.867
C -0.374 0.852 -2.293 0.659
O -0.433 1.702 -1.419 -0.611
N -1.200 0.903 -3.385 -0.441
H -1.924 1.600 -3.395 0.250
H -0.862 0.692 -4.353 0.235
H 0.428 -0.955 -1.363 0.187
H 1.465 -0.129 -2.534 0.243
H -0.088 -1.102 -2.896 0.358
```

Charge = +1
LUMO energy = -3.00 eV

***

No. 7
Formula: C36H45F3MoN11OS2Se
Source: the Open Molecules 2025 dataset
Level of theory: ωB97M-V/def2-TZVPD

Structure (XYZ):
```
100
Properties=species:S:1:pos:R:3:mulliken_charge:R:1
Mo -0.837 -2.417 -0.520 0.780
N -1.879 -5.011 -3.845 -0.432
C -1.970 -4.101 -2.846 0.687
S -1.496 -4.603 -1.226 -0.329
N -2.391 -2.909 -3.126 -1.259
N -2.428 -2.122 -1.957 0.753
C -3.460 -1.354 -1.917 -1.101
C -3.945 -0.711 -0.735 1.151
C -5.091 0.097 -0.776 -0.563
C -5.680 0.523 0.391 -0.899
C -5.141 0.124 1.623 -0.535
C -4.019 -0.674 1.686 -0.707
C -3.405 -1.077 0.497 0.054
O -2.304 -1.819 0.562 0.040
H -1.735 -5.978 -3.619 0.221
H -2.274 -4.775 -4.740 0.257
H -4.058 -1.309 -2.824 0.355
H -5.508 0.371 -1.737 0.436
H -6.560 1.149 0.362 0.432
H -5.619 0.440 2.541 0.430
H -3.600 -0.996 2.629 0.518
F 1.963 0.303 3.478 -0.226
C 0.718 0.020 3.903 0.331
F 0.731 0.088 5.243 -0.336
F -0.090 0.998 3.463 -0.160
C 0.265 -1.337 3.430 -0.536
C 0.029 -2.353 4.336 -0.267
C -0.402 -3.602 3.896 -1.273
C -0.565 -3.788 2.540 -0.993
N -0.303 -2.817 1.666 0.630
C 0.094 -1.597 2.065 0.986
S 0.348 -0.522 0.721 0.170
H 0.179 -2.170 5.391 0.550
H -0.603 -4.405 4.587 0.494
H -0.900 -4.731 2.126 0.609
C 0.515 3.533 -5.002 -1.078
C 0.822 4.429 -3.806 -0.078
C 2.098 4.029 -3.067 -0.723
C 1.968 2.711 -2.309 -0.915
N 1.096 2.834 -1.150 0.955
C -0.159 2.330 -1.030 -0.911
Se -0.987 1.167 -2.198 -0.319
N -0.654 2.762 0.153 1.673
C -1.974 2.432 0.678 -0.395
C -3.081 3.221 -0.010 -0.286
C -2.992 4.731 0.200 -0.437
C -3.360 5.169 1.615 -1.270
C 0.307 3.515 0.819 0.810
C 0.304 4.134 2.059 -0.698
C 1.457 4.807 2.429 -0.937
C 2.579 4.849 1.594 -0.890
C 2.580 4.224 0.357 -0.848
C 1.416 3.567 -0.015 0.589
H -0.295 3.946 -5.603 0.372
H 0.201 2.538 -4.683 0.115
H 1.390 3.434 -5.649 0.338
H -0.022 4.410 -3.110 -0.011
H 0.926 5.462 -4.143 0.401
H 2.382 4.817 -2.367 0.401
H 2.921 3.928 -3.781 0.469
H 2.941 2.358 -1.959 0.418
H 1.527 1.939 -2.940 0.051
H -1.949 2.634 1.749 0.514
H -2.115 1.360 0.547 -0.991
H -4.035 2.852 0.372 0.327
H -3.050 2.983 -1.075 0.219
H -3.665 5.220 -0.507 0.472
H -1.984 5.077 -0.047 0.150
H -4.353 4.805 1.886 0.341
H -3.368 6.255 1.705 0.407
H -2.657 4.791 2.359 0.229
H -0.546 4.081 2.723 0.292
H 1.492 5.309 3.386 0.449
H 3.465 5.374 1.922 0.430
H 3.452 4.243 -0.280 0.489
C 1.318 -1.335 -4.537 -1.285
C 0.659 -1.722 -3.303 0.594
N 0.126 -2.039 -2.341 0.064
H 1.601 -2.221 -5.100 0.407
H 2.201 -0.744 -4.299 0.291
H 0.627 -0.726 -5.119 0.262
C 4.101 -5.909 2.045 -1.442
C 4.696 -4.505 2.021 0.805
C 4.014 -3.599 3.045 -1.250
C 4.676 -3.915 0.609 -1.205
N 3.319 -3.851 0.056 0.947
C 2.328 -3.019 0.338 -1.507
N 1.288 -3.360 -0.390 1.212
N 1.684 -4.406 -1.156 -0.453
N 2.893 -4.704 -0.894 -0.835
H 4.246 -6.366 3.024 0.438
H 4.561 -6.559 1.300 0.387
H 3.026 -5.884 1.850 0.226
H 5.758 -4.570 2.277 0.370
H 2.930 -3.577 2.901 0.099
H 4.388 -2.574 3.001 0.370
H 4.190 -3.972 4.054 0.458
H 5.241 -4.539 -0.081 0.375
H 5.089 -2.907 0.587 0.423
H 2.381 -2.192 1.022 0.857
```

Charge = +1
LUMO energy (alpha / beta) = -3.35 / -3.40 eV

***

No. 8
Formula: H16O8
Source: the Open Molecules 2025 dataset
Level of theory: ωB97M-V/def2-TZVPD

Structure (XYZ):
```
24
Properties=species:S:1:pos:R:3:mulliken_charge:R:1
O 0.792 0.649 -0.475 -0.632
H 0.493 1.338 -1.079 0.278
H 0.034 0.057 -0.402 0.317
O -2.652 -2.237 -1.563 -0.608
H -2.928 -3.142 -1.379 0.308
H -2.174 -2.303 -2.397 0.306
O 5.370 0.317 0.682 -0.625
H 5.146 1.236 0.495 0.309
H 6.094 0.123 0.076 0.316
O -3.969 0.945 -0.582 -0.613
H -4.439 0.198 -0.969 0.303
H -4.533 1.223 0.149 0.304
O -2.504 -0.378 2.322 -0.599
H -1.943 0.404 2.294 0.311
H -2.254 -0.817 3.144 0.298
O 2.324 0.120 -2.114 -0.590
H 1.648 0.079 -2.800 0.306
H 2.530 1.059 -2.044 0.293
O 1.292 -3.160 1.394 -0.638
H 1.486 -3.908 0.817 0.310
H 1.588 -2.393 0.890 0.329
O -0.659 3.776 0.618 -0.611
H -0.683 3.276 -0.206 0.312
H -0.002 3.315 1.153 0.318
```

Structure (SMILES) = O.O.O.O.O.O.O.O
LUMO energy = 0.12 eV

***

Energy relative to the best compared isomer or geometry (same formula, charge and spin) across the listed records, respectively: 123.5, 148.7, 137.2, 0.0, 84.0, 48.5, 0.0, 82.5 kcal/mol.